[1]
Formula: H20O10
Source: OMol25
Level of theory: ωB97M-V/def2-TZVPD

energy above the lowest of the compared OMol25 structures with the same formula, charge and spin = 1.326 eV
E = -20788.7441 eV
spin multiplicity = 2
total charge = +1
highest occupied orbital energy (spin up / spin down) = -13.86 / -13.46 eV

Last column: Löwdin spin population.
CARTESIAN COORDINATES (ANGSTROEM)
O1 2.0007 2.9080 0.1384  0.297
H1 1.5225 2.7671 0.9556  0.002
H2 1.3587 3.3057 -0.4498  0.003
O2 0.9127 2.7191 2.5155  0.000
H3 1.3039 2.5384 3.3701  0.000
H4 -0.0220 2.5539 2.6397  0.000
O3 -0.1641 -3.5010 1.3547  0.003
H5 0.0877 -4.3454 1.7286  0.000
H6 0.5730 -2.9225 1.5503  0.000
O4 -2.5916 0.3620 -1.2116  0.002
H7 -2.3302 0.9784 -1.8957  0.000
H8 -1.8560 0.3570 -0.5992  0.000
O5 -0.4314 -0.2055 0.2617  0.007
H9 0.1631 -0.6424 -0.3482  -0.001
H10 0.0736 0.5334 0.6013  -0.001
O6 -0.5695 -1.6954 -2.3123  0.014
H11 -0.5839 -1.6477 -3.2682  0.000
H12 -0.9615 -0.8708 -2.0250  0.000
O7 1.9914 -2.9499 -1.9718  0.382
H13 1.8952 -2.9996 -1.0207  0.002
H14 1.1528 -2.6065 -2.2802  0.003
O8 2.3263 0.1203 -0.4411  0.248
H15 2.3281 -0.4819 0.3030  0.000
H16 2.6313 0.9516 -0.0777  -0.003
O9 -0.4363 2.9230 -1.0870  0.002
H17 -1.1753 2.7944 -1.6816  0.000
H18 -0.8320 3.2525 -0.2801  0.000
O10 -2.7417 -1.3283 2.2251  0.040
H19 -3.5633 -1.3811 1.7369  0.000
H20 -2.0624 -1.4868 1.5697  0.000



[2]
Formula: C19H19ClN2O2S
Source: OMol25
Level of theory: ωB97M-V/def2-TZVPD

energy above the lowest of the compared OMol25 structures with the same formula, charge and spin = 0.000 eV
E = -50445.7892 eV
highest occupied orbital energy = -8.49 eV
structure (SMILES) = CC(=O)Nc1cc(C(=O)N2CCCC2)ccc1Sc1ccc(Cl)cc1

Last column: Löwdin charge in e.
CARTESIAN COORDINATES (ANGSTROEM)
C1 2.6435 -3.9257 -0.1509  0.005
C2 1.6347 -2.9032 -0.6238  -0.507
O1 1.6351 -2.4235 -1.7336  0.070
N1 0.7325 -2.5823 0.3527  0.104
C3 -0.3085 -1.6619 0.2940  -0.222
C4 -0.7912 -1.1539 -0.9083  0.045
C5 -1.8093 -0.2129 -0.9188  -0.123
C6 -2.3903 0.2017 0.2744  -0.008
C7 -1.9367 -0.3129 1.4737  -0.085
C8 -0.8956 -1.2257 1.4877  -0.461
S1 -0.3326 -1.8780 3.0573  1.025
C9 0.4527 -0.4598 3.7731  -0.508
C10 0.6809 -0.4814 5.1447  -0.108
C11 1.3062 0.5842 5.7604  -0.104
C12 1.7010 1.6750 4.9998  -0.679
C13 1.4815 1.7003 3.6317  -0.098
C14 0.8616 0.6291 3.0159  -0.079
H1 0.6960 0.6478 1.9491  0.109
H2 1.7971 2.5507 3.0483  0.107
Cl1 2.4767 3.0162 5.7657  0.671
H3 1.4825 0.5728 6.8242  0.107
H4 0.3638 -1.3358 5.7226  0.104
H5 -2.3811 -0.0047 2.4081  0.116
H6 -3.2024 0.9115 0.2556  0.122
C15 -2.3655 0.2956 -2.2162  -0.430
O2 -3.5410 0.1498 -2.5026  0.075
N2 -1.4891 0.9084 -3.0332  -0.040
C16 -0.1333 1.3142 -2.6997  -0.140
C17 0.3072 2.1769 -3.8858  -0.161
H7 0.9908 2.9674 -3.5835  0.109
C18 -1.0091 2.7101 -4.4486  -0.164
H8 -0.9265 3.0279 -5.4853  0.110
C19 -1.9356 1.5130 -4.2770  -0.137
H9 -2.9928 1.7704 -4.1956  0.122
H10 -1.8134 0.7986 -5.0990  0.131
H11 -1.3644 3.5497 -3.8498  0.115
H12 0.8030 1.5556 -4.6318  0.113
H13 0.5228 0.4517 -2.5673  0.112
H14 -0.1363 1.8910 -1.7670  0.130
H15 -0.3692 -1.5148 -1.8310  0.114
H16 0.8838 -2.9684 1.2786  0.084
H17 3.2151 -3.5298 0.6861  0.086
H18 2.1343 -4.8314 0.1710  0.086
H19 3.3209 -4.1638 -0.9656  0.084



[3]
Formula: C19H40Br2Cl2O5P
Source: OMol25
Level of theory: ωB97M-V/def2-TZVPD

E = -204999.4479 eV
total charge = +1
highest occupied orbital energy = -11.05 eV

Last column: Löwdin charge in e.
CARTESIAN COORDINATES (ANGSTROEM)
C1 6.4314 -2.5998 -0.1594  -0.104
C2 6.4417 -2.0916 -1.6195  -0.787
Br1 7.4279 -3.1441 -2.8946  0.793
C3 5.7642 -0.9759 -1.9301  -0.877
Br2 5.7723 -0.3683 -3.7883  0.693
P1 4.7735 0.0369 -0.7740  0.677
Cl1 4.5921 1.8941 -1.6587  0.402
C4 3.0335 -0.5605 -0.5484  -0.237
C5 2.7695 -2.0192 -1.0543  -0.258
O1 2.2914 -2.7453 0.0957  -0.081
C6 5.5298 0.3592 0.8783  -0.245
C7 6.9796 0.9069 0.8747  -0.820
O2 7.5444 1.0515 1.8736  0.110
Cl2 7.8625 1.2894 -0.6456  0.684
H1 6.9428 -1.8190 0.4489  0.078
H2 7.0698 -3.5030 -0.0444  0.087
H3 5.4257 -2.8637 0.2264  0.092
H4 2.3685 0.1076 -1.1426  0.089
H5 2.7187 -0.4462 0.5124  0.111
H6 3.6663 -2.5538 -1.4300  0.101
H7 1.9763 -1.9795 -1.8339  0.134
H8 2.0497 -3.6303 -0.2257  0.104
H9 5.4792 -0.5469 1.5241  0.120
H10 4.8649 1.1051 1.3852  0.113
C8 1.1533 2.6223 3.6186  -0.067
C9 2.3323 2.7973 2.6781  -0.274
O3 2.1671 2.1376 1.4273  -0.208
C10 1.0547 2.5502 0.6398  -0.274
C11 1.0870 4.0204 0.2646  -0.064
H11 0.9671 1.5620 3.8047  0.081
H12 1.3521 3.1165 4.5706  0.085
H13 0.2372 3.0482 3.2076  0.072
H14 3.2206 2.3607 3.1410  0.111
H15 2.5547 3.8567 2.5209  0.111
H16 0.1196 2.2935 1.1463  0.105
H17 1.0843 1.9518 -0.2743  0.104
H18 1.0520 4.6674 1.1417  0.073
H19 0.2338 4.2673 -0.3683  0.086
H20 2.0051 4.2561 -0.2791  0.078
C12 -2.1233 -1.7946 1.9182  -0.073
C13 -1.7783 -0.3174 1.8297  -0.291
O4 -2.5000 0.3777 0.8282  -0.171
C14 -3.9157 0.3813 0.9612  -0.283
C15 -4.4031 1.0124 2.2534  -0.072
H21 -1.9488 -2.2850 0.9575  0.080
H22 -1.5107 -2.2825 2.6788  0.078
H23 -3.1695 -1.9538 2.1814  0.070
H24 -0.7209 -0.2169 1.5710  0.104
H25 -1.9073 0.1741 2.8001  0.106
H26 -4.3079 -0.6344 0.8461  0.106
H27 -4.3028 0.9576 0.1191  0.115
H28 -4.0506 0.4709 3.1327  0.067
H29 -5.4936 1.0225 2.2810  0.082
H30 -4.0419 2.0401 2.3356  0.082
C16 -7.9125 -1.0021 -3.6827  -0.078
C17 -7.3224 -0.4910 -2.3793  -0.281
O5 -6.6290 -1.4833 -1.6389  -0.164
C18 -5.5202 -2.0875 -2.2826  -0.279
C19 -4.4283 -1.1034 -2.6668  -0.073
H31 -8.5929 -1.8348 -3.4922  0.084
H32 -8.4633 -0.2063 -4.1870  0.079
H33 -7.1419 -1.3590 -4.3677  0.065
H34 -8.1327 -0.1419 -1.7375  0.119
H35 -6.6733 0.3736 -2.5560  0.105
H36 -5.8545 -2.6619 -3.1532  0.107
H37 -5.1127 -2.8114 -1.5738  0.116
H38 -4.7809 -0.3581 -3.3812  0.069
H39 -3.5855 -1.6291 -3.1199  0.077
H40 -4.0720 -0.5675 -1.7840  0.059



[4]
Formula: C39H89BN3O30
Source: OMol25
Level of theory: ωB97M-V/def2-TZVPD

energy above the lowest of the compared OMol25 structures with the same formula, charge and spin = 0.574 eV
E = -108447.8541 eV
total charge = -1
highest occupied orbital energy = -6.50 eV

Last column: Löwdin charge in e.
CARTESIAN COORDINATES (ANGSTROEM)
O1 0.2994 0.8976 3.3841  0.153
C1 0.4306 0.1696 2.4471  -0.368
O2 1.5554 -0.4628 2.1135  0.210
B1 1.3029 -1.2833 0.9170  -0.892
O3 -0.0598 -1.0024 0.4921  0.232
C2 -0.6334 -0.1694 1.3655  -0.365
O4 -1.7487 0.2446 1.3103  0.166
O5 1.5163 -2.7395 1.1868  0.200
C3 2.5227 -3.2135 0.4663  -0.383
O6 2.9141 -4.3440 0.4440  0.142
C4 3.0479 -2.0511 -0.4081  -0.387
O7 2.2918 -1.0080 -0.1575  0.200
O8 3.9528 -2.0804 -1.1942  0.137
C5 -0.4656 -4.9600 2.8756  0.051
N1 -1.6170 -4.2834 3.5233  -0.437
O9 -2.3257 -4.9807 4.2248  0.057
O10 -1.8227 -3.1132 3.2872  0.075
H1 0.1969 -5.2999 3.6628  0.108
H2 -0.0102 -4.3196 2.1250  0.073
H3 -0.8551 -5.8081 2.3156  0.092
C6 3.6258 1.6104 0.8780  0.059
N2 2.5094 2.5892 0.8075  -0.424
O11 2.2051 3.1768 1.8251  0.064
O12 1.9874 2.7728 -0.2739  0.067
H4 4.4842 2.2351 1.1159  0.105
H5 3.6631 1.0673 -0.0546  0.091
H6 3.4298 0.9513 1.7176  0.093
C7 -2.4291 -0.4354 5.1206  0.037
N3 -1.9936 0.2506 6.3585  -0.439
O13 -1.1303 -0.2972 7.0165  0.054
O14 -2.5289 1.2977 6.6586  0.053
H7 -2.8554 -1.4064 5.3591  0.098
H8 -1.5426 -0.6004 4.5177  0.080
H9 -3.1632 0.1788 4.6170  0.083
C8 0.0814 -5.6609 -0.8574  -0.087
O15 -0.9207 -6.3052 -1.6012  -0.162
C9 -0.5651 -6.5661 -2.9417  -0.205
C10 -1.7542 -7.2035 -3.6034  -0.219
O16 -1.8496 -8.5407 -3.1804  -0.171
C11 -2.6404 -9.3387 -4.0126  -0.125
H10 1.0946 -6.0056 -1.0809  0.074
H11 -0.1088 -5.7919 0.2028  0.066
H12 0.0419 -4.5795 -1.0546  0.084
H13 0.3008 -7.2345 -2.9792  0.118
H14 -0.3018 -5.6374 -3.4728  0.119
H15 -1.6048 -7.1552 -4.6961  0.123
H16 -2.6947 -6.6700 -3.4234  0.134
H17 -2.3831 -9.2098 -5.0754  0.084
H18 -3.6989 -9.0839 -3.8818  0.089
H19 -2.4573 -10.3911 -3.8061  0.085
C12 -2.2850 5.8536 6.9240  -0.107
O17 -1.6780 6.3987 5.7745  -0.199
C13 -0.3664 6.8502 6.0071  -0.210
C14 0.6392 5.7336 6.1292  -0.244
O18 0.5891 4.9479 4.9815  -0.182
C15 1.2978 3.7412 5.1173  -0.101
H20 -3.3582 5.8034 6.7537  0.082
H21 -2.0487 6.4264 7.8294  0.087
H22 -1.9425 4.8268 7.1130  0.090
H23 -0.3313 7.5404 6.8613  0.123
H24 -0.1037 7.4611 5.1371  0.128
H25 0.4533 5.1212 7.0289  0.122
H26 1.6490 6.1390 6.3136  0.128
H27 1.2944 3.2163 4.1674  0.057
H28 0.8726 3.0802 5.8818  0.095
H29 2.3444 3.9493 5.3843  0.091
C16 -2.9717 7.3819 2.7655  -0.121
O19 -2.5793 6.3198 1.9512  -0.192
C17 -1.1716 6.1779 1.9133  -0.173
C18 -0.7729 5.3722 0.6877  -0.171
O20 -1.6283 4.2630 0.5666  -0.184
C19 -1.0852 3.1621 -0.0879  -0.116
H30 -3.9661 7.7759 2.5585  0.085
H31 -2.2484 8.2161 2.7592  0.082
H32 -2.9583 7.0614 3.8190  0.072
H33 -0.7699 5.7582 2.8436  0.119
H34 -0.7324 7.1848 1.8001  0.119
H35 0.2587 5.0124 0.7722  0.116
H36 -0.8726 5.9957 -0.2116  0.117
H37 -1.8672 2.5414 -0.5192  0.087
H38 -0.3933 2.5773 0.5282  0.063
H39 -0.4612 3.4691 -0.9481  0.088
C20 7.2428 -5.7872 -3.3377  -0.119
O21 7.0016 -5.2416 -2.0672  -0.190
C21 5.6243 -5.2228 -1.6777  -0.190
C22 4.9656 -6.5760 -1.6414  -0.193
O22 4.5352 -7.0137 -2.9151  -0.196
C23 3.2742 -6.5148 -3.2925  -0.100
H40 6.7477 -5.2086 -4.1331  0.092
H41 6.9053 -6.8209 -3.4473  0.078
H42 8.3132 -5.7283 -3.5367  0.085
H43 5.0807 -4.4602 -2.2507  0.109
H44 5.7170 -4.7873 -0.6792  0.129
H45 4.1082 -6.5845 -0.9565  0.118
H46 5.6899 -7.2946 -1.2519  0.133
H47 3.0227 -6.8998 -4.2811  0.095
H48 3.2916 -5.4259 -3.3266  0.061
H49 2.5073 -6.8986 -2.6101  0.065
C24 0.1439 -2.0031 -2.9375  -0.091
O23 -0.5210 -1.6303 -4.1177  -0.170
C25 -0.8766 -2.7345 -4.8976  -0.237
C26 -1.2933 -2.2892 -6.2830  -0.210
O24 -0.2527 -1.7399 -7.0583  -0.175
C27 0.1058 -0.4139 -6.7427  -0.114
H50 0.4933 -1.1158 -2.4183  0.093
H51 1.0073 -2.6567 -3.1469  0.083
H52 -0.4732 -2.6197 -2.2694  0.087
H53 -1.7034 -3.3122 -4.4504  0.128
H54 -0.0480 -3.4533 -4.9941  0.119
H55 -2.1627 -1.6253 -6.2302  0.128
H56 -1.5745 -3.2081 -6.8064  0.125
H57 0.7604 -0.3221 -5.8749  0.079
H58 -0.7734 0.2154 -6.5617  0.091
H59 0.6369 0.0036 -7.6009  0.084
C28 -4.5355 1.7378 0.8139  -0.128
O25 -4.1657 3.0046 0.3892  -0.191
C29 -4.6845 3.3492 -0.8733  -0.196
C30 -4.0487 4.6197 -1.4099  -0.194
O26 -3.8869 5.5876 -0.4082  -0.185
C31 -3.5513 6.8403 -0.9044  -0.125
H60 -4.2152 1.6015 1.8439  0.078
H61 -4.2021 0.9376 0.1434  0.087
H62 -5.6400 1.6146 0.8855  0.089
H63 -5.7704 3.4421 -0.7176  0.113
H64 -4.5306 2.5430 -1.6078  0.126
H65 -4.7367 4.9983 -2.1827  0.125
H66 -3.0634 4.3825 -1.8306  0.123
H67 -3.2295 7.4741 -0.0837  0.080
H68 -4.3820 7.3131 -1.4555  0.086
H69 -2.7112 6.7858 -1.6194  0.088
C32 7.7147 -1.8258 -3.1095  -0.110
O27 7.5580 -1.5901 -4.4824  -0.171
C33 6.4363 -0.8087 -4.8259  -0.208
C34 5.1135 -1.4588 -4.5104  -0.210
O28 5.0528 -2.7350 -5.1321  -0.177
C35 3.7906 -3.3259 -4.9400  -0.116
H70 6.8726 -2.3874 -2.6860  0.075
H71 7.7992 -0.9273 -2.4804  0.090
H72 8.6124 -2.4255 -2.9781  0.090
H73 6.5631 -0.6128 -5.8922  0.126
H74 6.4458 0.1761 -4.3328  0.126
H75 4.2967 -0.8429 -4.9073  0.130
H76 5.0176 -1.5927 -3.4276  0.098
H77 3.0116 -2.8384 -5.5316  0.091
H78 3.5623 -3.3533 -3.8648  0.065
H79 3.9072 -4.3792 -5.2014  0.082
C36 -2.0829 2.8649 3.3456  -0.084
O29 -3.1030 3.7380 2.9453  -0.169
C37 -4.0561 3.9993 3.9214  -0.192
C38 -5.3900 4.3280 3.2502  -0.187
O30 -5.2407 5.1422 2.1054  -0.179
C39 -6.4871 5.4662 1.5827  -0.130
H80 -1.5067 3.3377 4.1634  0.095
H81 -1.3313 2.7601 2.5727  0.069
H82 -2.4363 1.8932 3.6925  0.058
H83 -3.7545 4.8620 4.5352  0.107
H84 -4.1870 3.1370 4.5889  0.125
H85 -6.0016 4.8977 3.9662  0.120
H86 -5.8707 3.3778 2.9759  0.121
H87 -7.2406 5.6714 2.3604  0.081
H88 -6.8908 4.6561 0.9566  0.082
H89 -6.4177 6.3662 0.9694  0.088